An isolated molecule of C2H4P2. Source: the OMol25 dataset; level of theory: ωB97M-V/def2-TZVPD.

Cartesian coordinates (Å):
1 C 2.160 0.731 0.121
2 P 0.859 -0.258 0.439
3 P -0.979 0.666 -0.365
4 C -2.144 -0.261 0.584
5 H 3.194 0.543 0.345
6 H 1.979 1.628 -0.340
7 H -3.164 0.094 0.350
8 H -1.918 -0.928 1.405

Calculated values
Frontier orbital gap: 8.1 eV
ΔE to the lowest compared entry with this formula, charge and spin: 23.8 kcal per mole
SMILES string: C=P#P=C
Highest occupied orbital energy: -8.83 eV
Lowest unoccupied orbital energy: -0.707 eV


An isolated molecule of C2H4S3. Source: the OMol25 dataset; level of theory: ωB97M-V/def2-TZVPD.

Cartesian coordinates (Å):
1 S -0.721 2.085 0.389
2 C -0.107 0.585 -0.460
3 S 1.595 0.265 -0.769
4 C 0.452 -0.494 0.481
5 S -0.048 -2.196 0.332
6 H -0.020 2.984 -0.554
7 H -0.889 0.420 -1.233
8 H 0.823 -0.207 1.504
9 H 1.118 -2.456 -0.211

Calculated values
Frontier orbital gap: 9.7 eV
ΔE to the lowest compared entry with this formula, charge and spin: 27.1 kcal per mole
SMILES string: S[C@H]1S[C@@H]1S
Highest occupied orbital energy: -9.34 eV
Lowest unoccupied orbital energy: 0.379 eV


An isolated molecule of C2H4S3. Source: the OMol25 dataset; level of theory: ωB97M-V/def2-TZVPD.

Cartesian coordinates (Å):
1 C 0.905 0.741 -0.038
2 C -0.299 -0.162 0.017
3 S 0.230 -1.902 0.322
4 S -1.815 0.261 -1.031
5 S -1.582 0.580 0.985
6 H 1.682 0.454 -0.771
7 H 1.189 0.623 1.001
8 H 0.491 1.744 -0.094
9 H -0.800 -2.338 -0.391

Calculated values
Frontier orbital gap: 8.4 eV
ΔE to the lowest compared entry with this formula, charge and spin: 16.6 kcal per mole
SMILES string: CC1(S)SS1
Highest occupied orbital energy: -8.40 eV
Lowest unoccupied orbital energy: 0.000 eV


An isolated molecule of C2H4Si. Source: the OMol25 dataset; level of theory: ωB97M-V/def2-TZVPD.

Cartesian coordinates (Å):
1 C 0.799 0.722 0.028
2 C 0.880 -0.693 0.006
3 Si -0.845 -0.010 0.029
4 H 1.448 1.590 -0.375
5 H 1.643 -1.507 -0.315
6 H -1.992 0.314 0.985
7 H -1.425 -0.510 -1.321

Calculated values
Frontier orbital gap: 10.2 eV
ΔE to the lowest compared entry with this formula, charge and spin: 20.4 kcal per mole
SMILES string: C1=C[SiH2]1
Highest occupied orbital energy: -9.48 eV
Lowest unoccupied orbital energy: 0.748 eV


A structure of composition C2H4Tb. Source: the OMol25 dataset; level of theory: ωB97M-V/def2-TZVPD.

Cartesian coordinates (Å):
1 C -2.001 0.249 0.063
2 C -0.884 -0.415 0.498
3 H -1.967 1.317 -0.189
4 H -3.007 -0.061 0.385
5 H -1.080 -1.419 0.907
6 Tb 1.276 0.493 0.775
7 H -2.989 0.011 -1.866

Calculated values
Frontier orbital gap (spin up / spin down): 8.4 / 6.5 eV
Net charge: +1
Multiplicity: 7
Highest occupied orbital energy (spin up / spin down): -12.59 / -12.12 eV
Lowest unoccupied orbital energy (spin up / spin down): -4.234 / -5.589 eV


A cluster of 2 separate species, C2H5B in total. Source: the OMol25 dataset; level of theory: ωB97M-V/def2-TZVPD.

Cartesian coordinates (Å):
1 B -1.189 -0.132 0.176
2 C 1.321 0.172 0.051
3 C 0.233 -0.550 0.044
4 H -2.118 -0.536 0.523
5 H -1.075 1.749 -0.099
6 H 2.376 -0.053 -0.017
7 H 0.954 1.258 -0.106
8 H 0.359 -1.632 0.249

Calculated values
Frontier orbital gap: 8.6 eV
ΔE to the lowest compared entry with this formula, charge and spin: 66.7 kcal per mole
Highest occupied orbital energy: -9.18 eV
Lowest unoccupied orbital energy: -0.592 eV


An isolated molecule of C2H5B. Source: the OMol25 dataset; level of theory: ωB97M-V/def2-TZVPD.

Cartesian coordinates (Å):
1 B 0.677 0.993 0.741
2 C 0.033 0.118 -0.378
3 C -0.703 -0.935 -0.306
4 H 0.116 1.122 1.859
5 H 1.427 1.524 0.195
6 H 0.349 0.160 -1.465
7 H -0.931 -1.538 -1.199
8 H -0.968 -1.443 0.554

Calculated values
Frontier orbital gap: 10.6 eV
ΔE to the lowest compared entry with this formula, charge and spin: 23.9 kcal per mole
SMILES string: BC=C
Highest occupied orbital energy: -10.72 eV
Lowest unoccupied orbital energy: -0.124 eV


A structure of composition C2H5BEuFNO4. Source: the OMol25 dataset; level of theory: ωB97M-V/def2-TZVPD.

Cartesian coordinates (Å):
1 C -1.636 -1.305 0.687
2 O -0.676 -2.017 -0.084
3 B 0.296 -1.364 -0.727
4 O 0.465 -1.347 -2.049
5 O 1.331 -0.692 0.051
6 C 1.668 0.528 -0.080
7 O 2.595 1.050 -0.565
8 N 0.712 1.492 0.663
9 F 0.106 2.409 -0.359
10 H -2.304 -0.742 0.045
11 H -2.221 -2.015 1.250
12 H -1.160 -0.642 1.405
13 H -0.362 -1.266 -2.538
14 H 1.366 2.082 1.189
15 Eu -0.178 3.830 1.111

Calculated values
Frontier orbital gap (spin up / spin down): 7.2 / 7.4 eV
Net charge: +2
Multiplicity: 8
Highest occupied orbital energy (spin up / spin down): -17.31 / -17.31 eV
Lowest unoccupied orbital energy (spin up / spin down): -10.152 / -9.944 eV


An isolated molecule of C2H5BO2. Source: the OMol25 dataset; level of theory: ωB97M-V/def2-TZVPD.

Cartesian coordinates (Å):
1 B -1.776 0.226 0.040
2 O -0.830 1.368 0.070
3 C 0.392 0.731 -0.111
4 C 0.251 -0.746 0.116
5 O -1.190 -0.983 -0.107
6 H -2.992 0.224 0.069
7 H 1.058 1.138 0.598
8 H 0.613 0.957 -1.147
9 H 0.787 -1.487 -0.406
10 H 0.337 -0.991 1.130

Calculated values
Frontier orbital gap: 11.3 eV
ΔE to the lowest compared entry with this formula, charge and spin: 20.2 kcal per mole
SMILES string: B1OCCO1
Highest occupied orbital energy: -10.46 eV
Lowest unoccupied orbital energy: 0.838 eV


An isolated molecule of C2H5BrClN. Source: the OMol25 dataset; level of theory: ωB97M-V/def2-TZVPD.

Cartesian coordinates (Å):
1 Cl 2.153 -0.934 -0.907
2 N 0.983 0.282 -1.346
3 C 0.206 0.684 -0.197
4 C -0.696 -0.616 0.846
5 Br -1.973 0.435 1.937
6 H 0.492 -0.248 -2.015
7 H 0.717 1.348 0.548
8 H -0.633 1.319 -0.564
9 H 0.065 -0.984 1.510
10 H -1.314 -1.286 0.189

Calculated values
Frontier orbital gap: 10.1 eV
ΔE to the lowest compared entry with this formula, charge and spin: 59.8 kcal per mole
SMILES string: ClNCCBr
Highest occupied orbital energy: -9.39 eV
Lowest unoccupied orbital energy: 0.704 eV


The ion C2H5BrN with charge +1. Source: the OMol25 dataset; level of theory: ωB97M-V/def2-TZVPD.

Cartesian coordinates (Å):
1 Br 2.431 -0.010 -0.005
2 C 0.598 -0.144 0.521
3 C -0.439 -0.709 -0.323
4 N -0.356 0.757 -0.199
5 H 0.421 -0.069 1.820
6 H -0.442 -1.134 -1.273
7 H -1.183 -1.229 0.205
8 H 0.213 1.254 -0.898
9 H -1.242 1.283 0.152

Calculated values
Frontier orbital gap: 11.6 eV
Net charge: +1
ΔE to the lowest compared entry with this formula, charge and spin: 13.2 kcal per mole
SMILES string: Br[C@@H]1C[NH2+]1
Highest occupied orbital energy: -15.48 eV
Lowest unoccupied orbital energy: -3.864 eV


A cluster of 2 separate species, C2H5BrN2O2 in total. Source: the OMol25 dataset; level of theory: ωB97M-V/def2-TZVPD.

Cartesian coordinates (Å):
1 C 1.462 0.323 -0.070
2 C 0.012 0.063 0.063
3 N -0.795 1.097 0.221
4 N -0.480 -1.167 0.025
5 O 2.194 -0.803 -0.164
6 O 1.933 1.440 -0.093
7 Br -3.869 -0.099 -0.066
8 H -0.409 2.027 0.183
9 H -1.817 0.939 0.196
10 H -1.490 -1.287 0.053
11 H 3.131 -0.574 -0.250
12 H 0.128 -1.959 -0.098

Calculated values
Frontier orbital gap: 6.2 eV
ΔE to the lowest compared entry with this formula, charge and spin: 0.0 kcal per mole
Highest occupied orbital energy: -7.91 eV
Lowest unoccupied orbital energy: -1.701 eV


The ion C2H5BrN3 with charge +1. Source: the OMol25 dataset; level of theory: ωB97M-V/def2-TZVPD.

Cartesian coordinates (Å):
1 Br 3.128 -0.066 0.152
2 C 1.480 0.293 -0.794
3 N 1.125 1.881 -0.479
4 N 0.182 1.881 0.307
5 C -0.387 0.760 0.675
6 N 0.348 -0.403 -0.162
7 H 1.340 0.214 -1.889
8 H -0.506 0.522 1.714
9 H -1.410 0.922 0.369
10 H 0.854 -0.958 0.517
11 H -0.201 -0.979 -0.714

Calculated values
Frontier orbital gap: 10.4 eV
Net charge: +1
ΔE to the lowest compared entry with this formula, charge and spin: 62.4 kcal per mole
SMILES string: Br[C@@H]1N=NC[NH2+]1
Highest occupied orbital energy: -14.93 eV
Lowest unoccupied orbital energy: -4.519 eV


The ion C2H5BrNO with charge +1. Source: the OMol25 dataset; level of theory: ωB97M-V/def2-TZVPD.

Cartesian coordinates (Å):
1 N 0.490 1.130 0.061
2 C 0.667 -0.500 0.158
3 O 1.674 -0.958 0.427
4 C -0.648 -1.113 -0.094
5 Br -2.236 0.074 0.242
6 H 0.241 1.560 0.890
7 H -0.150 1.552 -0.647
8 H 1.528 1.380 -0.111
9 H -0.688 -1.009 -1.218
10 H -0.878 -2.115 0.291

Calculated values
Frontier orbital gap: 10.6 eV
Net charge: +1
ΔE to the lowest compared entry with this formula, charge and spin: 12.9 kcal per mole
SMILES string: [NH3+]C(=O)CBr
Highest occupied orbital energy: -15.28 eV
Lowest unoccupied orbital energy: -4.665 eV


A cluster of 2 separate species, C2H5BrO in total. Source: the OMol25 dataset; level of theory: ωB97M-V/def2-TZVPD.

Cartesian coordinates (Å):
1 C -0.612 0.483 0.784
2 C 0.271 -0.307 -0.186
3 O -0.188 -1.301 -0.871
4 Br 2.181 -0.236 0.197
5 H -0.461 1.503 0.676
6 H -1.686 0.094 0.710
7 H -0.235 0.253 1.821
8 H 0.216 1.351 -1.839
9 H 0.515 -1.840 -1.293

Calculated values
Frontier orbital gap (spin up / spin down): 7.0 / 9.8 eV
ΔE to the lowest compared entry with this formula, charge and spin: 96.5 kcal per mole
Highest occupied orbital energy (spin up / spin down): -7.27 / -9.25 eV
Lowest unoccupied orbital energy (spin up / spin down): -0.238 / 0.577 eV


The ion C2H5BrO2P with charge -1. Source: the OMol25 dataset; level of theory: ωB97M-V/def2-TZVPD.

Cartesian coordinates (Å):
1 C 0.219 -0.533 0.015
2 C -0.578 0.744 -0.281
3 P -2.357 0.403 0.010
4 O -2.772 0.826 1.360
5 O -2.770 -0.933 -0.506
6 Br -3.088 1.878 -1.441
7 H -0.007 -0.948 1.022
8 H 0.056 -1.405 -0.732
9 H 1.262 -0.296 -0.135
10 H -0.623 1.135 -1.305
11 H -0.219 1.359 0.495

Calculated values
Frontier orbital gap: 8.7 eV
Net charge: -1
ΔE to the lowest compared entry with this formula, charge and spin: 12.9 kcal per mole
SMILES string: CC[P@](=O)([O-])Br
Highest occupied orbital energy: -5.06 eV
Lowest unoccupied orbital energy: 3.599 eV


The ion C2H5BrO2P with charge -1. Source: the OMol25 dataset; level of theory: ωB97M-V/def2-TZVPD.

Cartesian coordinates (Å):
1 C -0.441 -0.321 -0.052
2 C 0.871 0.349 0.142
3 P 2.094 -1.005 0.014
4 O 2.219 -1.714 -1.269
5 O 2.098 -1.736 1.278
6 Br 4.001 0.527 -0.023
7 H -0.385 -1.074 -0.827
8 H -0.661 -0.918 0.746
9 H -1.353 0.250 -0.240
10 H 0.922 0.856 1.025
11 H 1.173 1.078 -0.758

Calculated values
Frontier orbital gap: 9.1 eV
Net charge: -1
ΔE to the lowest compared entry with this formula, charge and spin: 12.5 kcal per mole
SMILES string: CC[P@](=O)([O-])Br
Highest occupied orbital energy: -5.29 eV
Lowest unoccupied orbital energy: 3.761 eV


A cluster of 2 separate species, C2H5BrSi in total. Source: the OMol25 dataset; level of theory: ωB97M-V/def2-TZVPD.

Cartesian coordinates (Å):
1 C 1.182 -0.935 -0.590
2 C 1.166 0.156 0.110
3 Si -1.677 1.288 -0.084
4 Br -3.018 -0.535 0.129
5 H 1.252 -0.822 -1.653
6 H 1.117 -1.972 -0.133
7 H 0.931 -0.002 1.196
8 H 0.987 1.198 -0.383
9 H -1.940 1.624 1.410

Calculated values
Frontier orbital gap: 8.0 eV
ΔE to the lowest compared entry with this formula, charge and spin: 46.2 kcal per mole
Highest occupied orbital energy: -8.84 eV
Lowest unoccupied orbital energy: -0.839 eV


An isolated molecule of C2H5Cl2N2P. Source: the OMol25 dataset; level of theory: ωB97M-V/def2-TZVPD.

Cartesian coordinates (Å):
1 C -2.171 1.391 1.983
2 N -1.222 0.681 1.601
3 P -1.472 -0.170 0.147
4 Cl -3.084 1.282 -1.209
5 Cl -2.658 -1.678 0.893
6 N -0.076 -0.491 -0.434
7 C 0.269 -1.318 -1.566
8 H -2.065 1.775 3.032
9 H -3.046 1.607 1.477
10 H 0.672 -2.407 -1.216
11 H 1.234 -0.914 -2.028
12 H -0.550 -1.443 -2.225

Calculated values
Frontier orbital gap: 8.3 eV
ΔE to the lowest compared entry with this formula, charge and spin: 0.0 kcal per mole
SMILES string: C=NP(Cl)(Cl)=NC
Highest occupied orbital energy: -9.76 eV
Lowest unoccupied orbital energy: -1.484 eV


A structure of composition C2H5Cl2O2PS. Source: the OMol25 dataset; level of theory: ωB97M-V/def2-TZVPD.

Cartesian coordinates (Å):
1 C -0.096 -0.821 1.832
2 C 0.193 -1.000 0.339
3 O -0.414 2.272 -3.181
4 O -2.203 1.577 -1.740
5 P 0.583 0.569 -0.576
6 S -1.010 2.378 -1.910
7 Cl 2.237 1.157 0.432
8 Cl 1.165 -0.310 -2.291
9 H 0.752 -0.676 2.524
10 H -0.755 -0.109 2.249
11 H -0.697 -1.724 2.169
12 H -0.634 -1.492 -0.091
13 H 0.881 -1.819 0.247

Calculated values
Frontier orbital gap: 9.3 eV
ΔE to the lowest compared entry with this formula, charge and spin: 0.0 kcal per mole
Highest occupied orbital energy: -9.72 eV
Lowest unoccupied orbital energy: -0.467 eV


| no. | energy (eV) |
| --- | --- |
| 1 | -20713.7704 |
| 2 | -34643.0494 |
| 3 | -34643.5050 |
| 4 | -10012.9824 |
| 5 | -24559.6387 |
| 6 | -2826.8824 |
| 7 | -2828.7397 |
| 8 | -34539.3852 |
| 9 | -6927.5321 |
| 10 | -86207.8578 |
| 11 | -73678.2549 |
| 12 | -79273.7140 |
| 13 | -76657.8673 |
| 14 | -75727.0032 |
| 15 | -74240.6147 |
| 16 | -85585.5889 |
| 17 | -85585.6037 |
| 18 | -80073.2005 |
| 19 | -39467.9468 |
| 20 | -51419.2809 |